1.
The following is a DFT calculation (wB97M-V/def2-TZVPD) of C20H27N5OS in the gas phase.

relative energy (zero: lowest compared OMol25 entry of this formula, charge and spin): 24.7 kJ/mol
lowest unoccupied orbital energy: -0.65 eV
SMILES: CCOCCCNC(=S)NCCCNc1nc2ccc(C)cc2cc1C#N
spin multiplicity: 1
frontier orbital gap: 0.26632 hartree

XYZ file:
```
54
C20H27N5OS, DFT wB97M-V/def2-TZVPD
N 0.910 1.431 1.032
H 1.500 -0.498 0.551
H 2.431 -1.245 2.541
N 1.899 -1.374 -1.812
C 3.072 -1.297 1.659
H -0.278 -2.122 -0.300
C 1.846 1.980 0.285
H 2.700 1.190 2.536
C 2.558 3.296 -1.667
C -3.070 -2.502 0.253
C 1.520 2.752 -0.888
C 4.143 -0.204 1.721
C -0.808 2.384 -0.395
H -1.047 0.471 2.412
H -3.447 0.763 1.909
H -1.425 -3.900 0.518
C -1.906 -1.331 -1.486
H -2.742 -4.074 1.683
C 3.567 1.208 1.871
H 4.785 -0.412 2.576
N 3.427 3.732 -2.277
H 0.324 -0.609 -2.884
H 3.567 -2.271 1.627
H 4.755 -0.261 0.819
H -5.123 2.421 0.753
H 4.331 1.863 2.301
C -3.126 1.954 0.152
C -0.390 1.626 0.732
C 0.198 2.942 -1.210
C -0.488 -1.893 -1.347
C 2.642 -1.640 -0.708
N 2.222 -1.206 0.496
N 3.135 1.796 0.625
H -0.408 -2.817 -1.922
H -4.997 1.101 -0.405
O -2.932 -2.220 -1.129
S 4.042 -2.507 -0.908
H -1.986 -0.404 -0.898
C -2.698 1.210 1.271
H -0.073 3.517 -2.084
H -2.947 -4.635 0.018
H 3.844 2.151 0.003
C 0.544 -0.878 -1.848
C -1.372 1.042 1.556
H -4.149 -2.499 0.451
H -2.607 -1.706 0.849
H 2.219 -1.879 -2.626
H -4.775 2.769 -0.947
H -2.481 3.106 -1.525
C -2.182 2.530 -0.660
H -2.101 -1.092 -2.535
H 0.472 0.035 -1.251
C -4.590 2.075 -0.131
C -2.503 -3.865 0.644
```

Charges in e, computed with natural (NBO), in the same order as the atoms:
1 N -0.572
2 H 0.415
3 H 0.195
4 N -0.604
5 C -0.221
6 H 0.206
7 C 0.454
8 H 0.225
9 C 0.261
10 C -0.065
11 C -0.257
12 C -0.424
13 C -0.174
14 H 0.226
15 H 0.218
16 H 0.206
17 C -0.046
18 H 0.209
19 C -0.228
20 H 0.214
21 N -0.289
22 H 0.209
23 H 0.242
24 H 0.229
25 H 0.220
26 H 0.203
27 C -0.025
28 C 0.265
29 C -0.042
30 C -0.451
31 C 0.302
32 N -0.631
33 N -0.573
34 H 0.213
35 H 0.225
36 O -0.540
37 S -0.312
38 H 0.162
39 C -0.181
40 H 0.230
41 H 0.215
42 H 0.412
43 C -0.212
44 C -0.234
45 H 0.178
46 H 0.163
47 H 0.416
48 H 0.217
49 H 0.211
50 C -0.166
51 H 0.182
52 H 0.186
53 C -0.629
54 C -0.631

***

2.
The following is a DFT calculation (wB97M-V/def2-TZVPD) of 2 unconnected molecules or ions with the total composition C3H5O3P.

total charge: -2
relative energy (zero: lowest compared OMol25 entry of this formula, charge and spin): 348.2 kJ/mol
lowest unoccupied orbital energy (alpha / beta): 7.06 / 7.06 eV
spin multiplicity: 1
frontier orbital gap (alpha / beta): 0.23998 / 0.23990 hartree

XYZ file:
```
12
C3H5O3P, DFT wB97M-V/def2-TZVPD
H 0.377 -0.628 1.486
O 3.705 1.117 -0.901
O 3.463 -1.327 -0.167
H -0.449 -0.490 -2.122
C 1.144 0.139 -0.441
P 2.965 0.085 -0.102
H 0.472 1.823 0.813
C 0.088 -0.343 0.484
H -0.673 -0.961 0.037
C 0.141 1.094 0.087
O 2.497 0.551 1.295
H -0.585 1.459 -0.624
```

Charges in e, computed with natural (NBO), in the same order as the atoms:
1 H 0.220
2 O -1.216
3 O -1.214
4 H -0.626
5 C -0.006
6 P 2.354
7 H 0.224
8 C -0.531
9 H 0.228
10 C -0.535
11 O -1.117
12 H 0.219

***

3.
The following is a DFT calculation (wB97M-V/def2-TZVPD) of 2 unconnected molecules or ions with the total composition C13H22B2BrCl4NO.

lowest unoccupied orbital energy: -1.54 eV
spin multiplicity: 1
frontier orbital gap: 0.25214 hartree

XYZ file:
```
44
C13H22B2BrCl4NO, DFT wB97M-V/def2-TZVPD
H 1.702 -1.528 -0.441
C -2.917 2.040 3.287
C -2.594 -0.361 3.248
H 0.364 -3.268 -2.779
H -0.460 0.678 -4.284
H -0.244 -0.458 0.408
H 1.404 -3.390 -4.166
N 0.684 -0.655 -2.265
C -1.218 -0.139 3.138
Cl 3.509 1.649 1.619
C 0.514 0.839 -2.367
Br 3.535 0.002 -1.724
H -3.604 2.862 3.386
H -1.313 0.596 -0.577
C 1.240 -2.813 -3.253
Cl 3.965 -1.196 2.488
B 1.939 -1.029 -1.473
H -0.540 -0.997 3.051
H 0.599 1.367 1.459
Cl -5.157 0.405 3.172
C -0.674 1.159 3.135
H -1.390 -1.118 -2.426
H 0.082 -1.240 -4.238
C -3.466 0.733 3.276
C 0.744 1.309 2.548
C -1.533 2.254 3.194
H 1.794 -0.867 -4.108
B 2.975 0.354 3.002
H -1.925 -0.898 0.060
H -1.598 0.834 -2.926
H 0.315 1.195 -1.348
C 0.955 -1.366 -3.599
H 1.468 1.261 -2.684
H 1.234 2.259 2.869
C -0.618 1.144 -3.306
H -2.975 -1.388 3.317
Cl 3.317 0.901 4.728
H -1.066 3.254 3.152
H 2.085 -2.914 -2.549
O 1.572 0.202 2.861
C -0.623 -1.201 -1.637
H -0.421 -2.255 -1.436
C -1.022 -0.444 -0.371
H -0.640 2.228 -3.440
```

Charges in e, computed with natural (NBO), in the same order as the atoms:
1 H -0.061
2 C -0.227
3 C -0.227
4 H 0.226
5 H 0.213
6 H 0.257
7 H 0.258
8 N -0.525
9 C -0.218
10 Cl -0.400
11 C -0.224
12 Br 0.039
13 H 0.222
14 H 0.220
15 C -0.630
16 Cl -0.314
17 B 0.582
18 H 0.240
19 H 0.153
20 Cl 0.003
21 C -0.020
22 H 0.218
23 H 0.226
24 C -0.068
25 C -0.053
26 C -0.212
27 H 0.241
28 B 0.527
29 H 0.260
30 H 0.219
31 H 0.245
32 C -0.221
33 H 0.243
34 H 0.210
35 C -0.642
36 H 0.222
37 Cl -0.272
38 H 0.225
39 H 0.235
40 O -0.777
41 C -0.204
42 H 0.224
43 C -0.661
44 H 0.251